No. 1
A molecular structure, C18H14BrF4N2PRbSe2Te2. Source: OMol25; level of theory: ωB97M-V with the def2-TZVPD basis set.

XYZ file:
```
45
Properties=species:S:1:pos:R:3:mulliken_charge:R:1
Rb -3.42 -1.22 -0.74 0.7224
F 0.82 5.91 -0.31 -0.3011
C 0.63 4.60 -0.39 0.6672
C 1.69 3.74 -0.25 0.1597
F 2.92 4.22 -0.04 -0.3050
C 1.48 2.37 -0.34 0.4647
F 2.55 1.59 -0.17 -0.3875
C 0.22 1.83 -0.57 0.0846
P -0.06 0.01 -0.76 0.0999
C 1.18 -0.42 -2.04 0.2183
C 2.49 -0.82 -1.79 0.1324
C 3.34 -1.14 -2.83 -0.7912
C 2.89 -1.07 -4.14 -0.4013
C 1.59 -0.68 -4.41 -0.5983
C 0.74 -0.37 -3.36 -0.5543
C 0.61 -0.67 0.79 1.0228
C 0.61 0.06 1.97 -0.6713
C 0.94 -0.56 3.17 -0.5052
C 1.26 -1.91 3.20 -0.4518
C 1.24 -2.65 2.02 -0.7381
C 0.91 -2.03 0.82 -0.7785
C -0.85 2.73 -0.68 -0.0448
Br -2.64 2.17 -0.87 -0.1657
C -0.64 4.09 -0.60 0.2440
F -1.65 4.96 -0.70 -0.3406
H 2.85 -0.89 -0.77 0.4102
H 4.36 -1.46 -2.62 0.3805
H 3.56 -1.32 -4.96 0.3741
H 1.23 -0.63 -5.43 0.3876
H -0.29 -0.09 -3.56 0.3641
H 0.30 1.10 1.98 0.2464
H 0.92 0.02 4.09 0.3990
H 1.50 -2.39 4.13 0.3745
H 1.45 -3.71 2.04 0.3774
H 0.86 -2.63 -0.08 0.6414
Se -6.00 -0.45 1.01 -0.7563
Te -6.31 -2.81 0.22 -0.2458
Te -4.57 -4.34 1.64 -0.1527
Se -2.30 -4.03 0.61 -0.7057
N -2.59 0.55 2.64 -0.5229
N -2.57 -0.69 1.93 -0.0928
H -2.87 0.40 3.60 0.2140
H -3.34 1.09 2.22 0.1743
H -3.35 -1.29 2.18 0.2631
H -1.70 -1.18 2.14 0.0882
```

Properties
LUMO energy	0.0662	Ha
multiplicity	1
DFT total energy	-9481.75499	a.u.
Kohn-Sham gap	5.05	eV
total charge	-1

---

No. 2
A molecular structure, C32H25N5O2P2Se2Sr. Source: OMol25; level of theory: ωB97M-V with the def2-TZVPD basis set.

XYZ file:
```
69
Properties=species:S:1:pos:R:3:mulliken_charge:R:1
Sr 0.17 -0.37 -0.15 1.7949
Se -1.85 5.51 -4.67 -0.3879
P -0.14 5.23 -3.51 0.2371
C 1.37 5.16 -4.52 0.4280
C 1.26 4.73 -5.84 -0.7066
C 2.36 4.74 -6.68 -0.7232
C 3.59 5.18 -6.21 -0.5875
C 3.71 5.63 -4.90 -0.7436
C 2.60 5.63 -4.06 0.1480
C 0.18 6.58 -2.34 0.4871
C 0.53 7.82 -2.86 -0.3605
C 0.76 8.90 -2.02 -0.6949
C 0.62 8.74 -0.64 -0.5407
C 0.24 7.51 -0.12 -0.6895
C 0.02 6.44 -0.96 -0.3508
C -0.23 3.75 -2.45 1.1001
C 0.55 2.65 -2.09 -0.3041
N -0.19 1.93 -1.22 0.0801
N -1.35 2.55 -1.04 -0.9330
N -1.39 3.63 -1.76 -0.3410
P 2.17 2.05 -2.53 -0.2476
Se 2.73 0.15 -1.72 -0.5866
C 2.18 1.87 -4.33 1.1234
C 3.37 1.82 -5.05 -0.3353
C 3.35 1.46 -6.39 -0.7847
C 2.15 1.15 -7.02 -0.5025
C 0.96 1.22 -6.30 -0.7243
C 0.98 1.57 -4.96 -0.2777
C 3.36 3.27 -1.90 1.1294
C 4.73 3.10 -2.14 -0.5186
C 5.63 4.02 -1.63 -1.0319
C 5.18 5.08 -0.85 -0.5628
C 3.83 5.21 -0.57 -0.4488
C 2.92 4.31 -1.09 -0.5130
H 0.29 4.42 -6.21 0.2589
H 2.26 4.40 -7.70 0.4245
H 4.45 5.19 -6.86 0.4409
H 4.66 6.00 -4.53 0.4559
H 2.69 6.02 -3.06 0.5469
H 0.63 7.95 -3.93 0.4301
H 1.04 9.86 -2.43 0.4111
H 0.80 9.58 0.02 0.4024
H 0.11 7.40 0.95 0.4291
H -0.31 5.49 -0.55 0.4461
H 4.32 2.04 -4.58 0.0986
H 4.28 1.42 -6.95 0.4394
H 2.14 0.87 -8.06 0.4072
H 0.02 0.99 -6.78 0.4388
H 0.04 1.62 -4.41 0.4909
H 5.09 2.24 -2.69 0.4905
H 6.69 3.89 -1.82 0.4386
H 5.89 5.79 -0.44 0.4156
H 3.48 6.03 0.05 0.4787
H 1.87 4.43 -0.88 0.4773
O -0.30 -0.79 2.18 -0.6968
N -1.00 -1.78 2.57 -0.4088
N -1.54 -2.45 1.63 0.9187
O -1.41 -2.15 0.36 -1.0333
C -2.28 -3.63 1.98 0.3901
C -2.94 -4.31 0.96 -0.4450
C -3.66 -5.45 1.27 -0.4046
C -3.72 -5.92 2.57 -0.4817
C -3.05 -5.23 3.58 -0.4380
C -2.33 -4.09 3.29 -0.3191
H -2.88 -3.93 -0.04 0.3423
H -4.18 -5.98 0.48 0.3480
H -4.28 -6.81 2.81 0.3703
H -3.09 -5.59 4.60 0.3628
H -1.81 -3.55 4.07 0.4428
```

Properties
LUMO energy	-0.0090	Ha
multiplicity	1
DFT total energy	-7175.00721	a.u.
Kohn-Sham gap	7.51	eV
total charge	0

---

No. 3
A molecular structure, C21H33N3O7P2V. Source: OMol25; level of theory: ωB97M-V with the def2-TZVPD basis set.

XYZ file:
```
67
Properties=species:S:1:pos:R:3:mulliken_charge:R:1
P -0.24 0.87 -1.59 1.1095
P 0.39 0.02 1.32 1.6375
C -1.40 -0.34 -0.78 -0.5942
C -1.37 -0.14 0.75 -0.7279
H -1.04 -1.34 -1.03 0.3553
H -2.42 -0.24 -1.17 0.0848
H -1.87 0.80 1.01 0.3417
H -1.89 -0.95 1.27 0.1007
C 0.89 -1.72 1.65 -1.5202
H 1.85 -1.71 2.17 0.3703
H 1.02 -2.24 0.70 0.3928
H 0.14 -2.25 2.26 0.4014
C 0.22 0.70 3.02 -1.5030
H -0.51 0.14 3.61 0.4199
H -0.09 1.75 2.96 0.3561
H 1.20 0.66 3.51 0.4040
C -0.07 0.20 -3.29 -1.3593
H 0.44 0.90 -3.96 0.3807
H -1.06 -0.02 -3.69 0.4218
H 0.49 -0.73 -3.24 0.3487
C -1.30 2.35 -1.87 -1.3706
H -1.47 2.85 -0.91 0.3718
H -2.26 2.09 -2.32 0.3979
H -0.77 3.04 -2.52 0.4030
V 1.57 1.14 -0.26 -0.1280
C -4.96 -1.92 1.83 -0.1575
C -4.18 -2.97 1.54 -0.4596
C -4.34 -4.03 0.49 -0.5352
C -5.31 -3.74 -0.68 -0.9664
C -4.94 -2.51 -1.47 -0.1830
C -5.23 -1.23 -1.21 -0.5095
C -6.01 -0.61 -0.09 -0.5129
C -6.24 -1.48 1.17 -0.9685
C 2.70 2.15 -1.74 -1.3843
H -4.61 -1.27 2.64 0.3409
H -3.28 -3.09 2.15 0.4229
H -4.64 -4.97 0.97 0.3546
H -3.35 -4.23 0.06 0.2889
H -5.29 -4.61 -1.35 0.3872
H -6.34 -3.68 -0.30 0.3451
H -4.32 -2.70 -2.35 0.3300
H -4.84 -0.50 -1.92 0.4948
H -6.99 -0.28 -0.47 0.3509
H -5.50 0.31 0.22 0.2761
H -6.81 -0.87 1.89 0.3878
H -6.88 -2.33 0.93 0.3409
H 3.20 3.02 -1.31 0.3573
H 2.12 2.48 -2.61 0.6037
H 3.48 1.46 -2.10 0.1776
O 9.06 2.90 -0.10 -0.6429
N 8.06 3.29 0.44 1.0716
O 8.08 4.35 0.99 -0.6453
C 6.86 2.51 0.41 -0.7812
C 6.83 1.26 -0.24 -0.0144
C 5.66 0.49 -0.30 -0.7839
C 4.46 0.99 0.29 1.8115
O 3.30 0.28 0.11 -0.7059
C 4.49 2.25 0.96 -0.7345
C 5.69 2.98 1.00 -0.1321
N 3.34 2.83 1.60 1.0450
O 3.41 3.90 2.12 -0.6631
O 2.32 2.23 1.67 -0.7120
N 5.68 -0.76 -1.02 1.0284
O 6.69 -1.13 -1.54 -0.6786
O 4.71 -1.44 -1.10 -0.5851
H 7.74 0.90 -0.70 0.6208
H 5.72 3.94 1.50 0.6252
```

Properties
LUMO energy (alpha / beta)	-0.0424 / -0.0423	Ha
multiplicity	4
DFT total energy	-3137.26688	a.u.
Kohn-Sham gap (alpha / beta)	6.32 / 6.88	eV
total charge	0

---

No. 4
A gas-phase ion, C7H14N (charge +1). Source: OMol25; level of theory: ωB97M-V with the def2-TZVPD basis set.

XYZ file:
```
22
Properties=species:S:1:pos:R:3:mulliken_charge:R:1
C 2.20 -2.54 2.55 -1.1555
C 1.96 -1.69 1.35 -0.0986
C 0.73 -1.30 0.99 -0.4795
C 0.38 -0.58 -0.21 0.0647
C -0.88 -0.15 -0.44 -0.4375
C -1.13 0.51 -1.77 -0.6340
C -1.82 1.86 -1.70 -0.7323
N -1.05 2.75 -0.77 -0.2605
H 3.16 -3.06 2.45 0.3524
H 1.52 -3.39 2.50 0.3279
H 2.19 -2.07 3.53 0.2927
H 2.82 -1.52 0.72 0.3310
H -0.11 -1.52 1.65 0.2401
H 1.19 -0.36 -0.87 0.2864
H -1.68 -0.31 0.27 0.4253
H -0.19 0.56 -2.34 0.2897
H -1.78 -0.02 -2.50 0.3758
H -2.82 1.72 -1.25 0.3254
H -2.11 2.22 -2.69 0.3933
H -0.09 2.92 -1.07 0.3481
H -0.99 2.33 0.16 0.3798
H -1.52 3.64 -0.58 0.3652
```

Properties
LUMO energy	-0.1306	Ha
SMILES	C/C=C/C=C/CC[NH3+]
multiplicity	1
DFT total energy	-329.58230	a.u.
Kohn-Sham gap	8.23	eV
total charge	+1

---

No. 5
12 unconnected molecules or ions with the total composition C19H62N4O12. Source: OMol25; level of theory: ωB97M-V with the def2-TZVPD basis set.

XYZ file:
```
97
Properties=species:S:1:pos:R:3:mulliken_charge:R:1
N 0.63 -1.67 2.56 0.2320
C 0.44 -2.79 3.11 0.2627
N 1.07 -2.99 4.25 -0.4674
O -0.51 -3.67 2.60 -0.6952
H 0.00 -1.55 1.74 0.2128
H 0.86 -0.84 3.16 0.1012
H 0.63 -3.73 4.85 0.2591
H 1.52 -2.20 4.82 0.3109
N 1.76 0.32 4.07 -0.3712
C 1.70 0.04 5.32 0.4687
N 2.18 -1.12 5.69 -0.4785
O 0.92 0.77 6.18 -0.7167
H 1.37 1.28 3.92 0.0891
H 2.43 -0.13 3.42 0.4003
H 1.98 -1.29 6.67 0.2590
H 2.95 -1.61 5.24 0.3937
C 1.69 -3.83 0.19 -0.5637
C 2.54 -3.29 -0.97 -0.6602
O 2.85 -1.90 -0.81 -0.3891
H 2.31 -3.93 1.02 0.5578
H 1.29 -4.81 -0.08 0.2016
H 0.81 -3.10 0.36 -0.0701
H 2.03 -3.44 -1.96 0.1908
H 3.45 -3.82 -1.03 0.4666
H 3.54 -1.83 -0.13 0.2286
C -1.55 -4.84 -0.93 -1.6109
C -1.66 -3.72 -1.93 0.5035
O -2.75 -2.87 -1.61 -0.5574
H -0.65 -5.36 -1.04 0.3745
H -2.42 -5.58 -0.97 0.3418
H -1.60 -4.42 0.05 0.3654
H -1.73 -4.16 -2.93 0.4380
H -0.73 -3.08 -1.89 -0.1456
H -2.64 -2.17 -2.22 0.1984
C 2.12 4.78 3.07 -1.3369
C 1.70 3.47 2.37 0.5442
O 0.78 2.88 3.28 -0.6802
H 2.67 4.79 4.02 0.3064
H 1.22 5.44 3.00 0.2946
H 2.85 5.25 2.40 0.4202
H 2.68 2.96 2.34 0.0958
H 1.23 3.52 1.37 -0.2193
H -0.04 3.39 3.11 0.3505
C -4.63 -0.04 -2.14 -1.5928
C -3.49 0.61 -1.31 1.2478
O -3.91 1.82 -0.73 -0.6134
H -4.26 -0.85 -2.67 0.3145
H -4.95 0.75 -2.76 0.4725
H -5.46 -0.43 -1.56 0.3597
H -2.62 0.84 -1.99 -0.1985
H -3.29 -0.06 -0.50 0.0472
H -3.22 2.26 -0.35 0.1708
C -0.32 -0.97 -5.86 -1.2888
C -0.64 -1.53 -4.41 0.0937
O -1.93 -1.28 -3.97 -0.3716
H -0.96 -1.47 -6.56 0.4068
H 0.64 -1.31 -6.18 0.4154
H -0.25 0.12 -5.91 0.2470
H 0.00 -1.01 -3.74 -0.1210
H -0.44 -2.63 -4.32 0.3993
H -2.61 -1.74 -4.46 0.2979
C -0.38 0.97 0.34 1.0066
C -0.32 -0.34 -0.43 1.5866
O -1.14 -1.19 0.40 -0.0221
H -1.38 1.45 0.33 -0.2356
H 0.29 1.68 -0.18 -0.3746
H 0.04 0.90 1.40 -1.0401
H 0.70 -0.60 -0.47 0.0629
H -0.71 -0.26 -1.45 -0.4520
H -1.27 -2.00 -0.06 -0.4021
C 1.35 1.80 -3.35 -0.6876
C 0.16 2.73 -3.51 0.2823
O -0.84 2.01 -4.17 -0.5482
H 1.02 0.87 -2.88 -0.1036
H 2.09 2.28 -2.69 0.2040
H 1.74 1.56 -4.28 0.5085
H 0.52 3.55 -4.24 0.3714
H -0.16 3.26 -2.68 -0.2605
H -0.98 1.14 -3.81 0.0931
C -1.81 0.66 3.28 -0.0505
O -2.48 -0.28 2.46 -0.5922
H -2.47 0.85 4.11 0.4423
H -1.64 1.57 2.69 -0.0978
H -0.78 0.31 3.58 -0.0279
H -2.02 -0.27 1.63 0.1286
C -0.93 4.67 -0.39 -0.1689
O -2.16 4.10 -0.18 -0.3741
H -0.62 5.45 0.33 0.2982
H -0.82 4.96 -1.44 0.3648
H -0.19 3.85 -0.24 -0.3503
H -2.85 4.75 -0.18 0.2322
C 3.14 1.26 -0.28 -0.1071
O 3.94 0.52 0.59 -0.5298
H 2.45 0.54 -0.67 -0.2219
H 3.71 1.77 -1.01 0.5396
H 2.61 2.07 0.20 0.0438
H 4.62 1.15 0.95 0.2897
```

Properties
LUMO energy	-0.0031	Ha
SMILES	NC(N)=O.NC(N)=O.CCO.CCO.CCO.CCO.CCO.CCO.CCO.CO.CO.CO
multiplicity	1
DFT total energy	-1882.78089	a.u.
Kohn-Sham gap	8.15	eV
total charge	0

---

Copy entry 2 word for word.
A molecular structure, C32H25N5O2P2Se2Sr. Source: OMol25; level of theory: ωB97M-V with the def2-TZVPD basis set.

XYZ file:
```
69
Properties=species:S:1:pos:R:3:mulliken_charge:R:1
Sr 0.17 -0.37 -0.15 1.7949
Se -1.85 5.51 -4.67 -0.3879
P -0.14 5.23 -3.51 0.2371
C 1.37 5.16 -4.52 0.4280
C 1.26 4.73 -5.84 -0.7066
C 2.36 4.74 -6.68 -0.7232
C 3.59 5.18 -6.21 -0.5875
C 3.71 5.63 -4.90 -0.7436
C 2.60 5.63 -4.06 0.1480
C 0.18 6.58 -2.34 0.4871
C 0.53 7.82 -2.86 -0.3605
C 0.76 8.90 -2.02 -0.6949
C 0.62 8.74 -0.64 -0.5407
C 0.24 7.51 -0.12 -0.6895
C 0.02 6.44 -0.96 -0.3508
C -0.23 3.75 -2.45 1.1001
C 0.55 2.65 -2.09 -0.3041
N -0.19 1.93 -1.22 0.0801
N -1.35 2.55 -1.04 -0.9330
N -1.39 3.63 -1.76 -0.3410
P 2.17 2.05 -2.53 -0.2476
Se 2.73 0.15 -1.72 -0.5866
C 2.18 1.87 -4.33 1.1234
C 3.37 1.82 -5.05 -0.3353
C 3.35 1.46 -6.39 -0.7847
C 2.15 1.15 -7.02 -0.5025
C 0.96 1.22 -6.30 -0.7243
C 0.98 1.57 -4.96 -0.2777
C 3.36 3.27 -1.90 1.1294
C 4.73 3.10 -2.14 -0.5186
C 5.63 4.02 -1.63 -1.0319
C 5.18 5.08 -0.85 -0.5628
C 3.83 5.21 -0.57 -0.4488
C 2.92 4.31 -1.09 -0.5130
H 0.29 4.42 -6.21 0.2589
H 2.26 4.40 -7.70 0.4245
H 4.45 5.19 -6.86 0.4409
H 4.66 6.00 -4.53 0.4559
H 2.69 6.02 -3.06 0.5469
H 0.63 7.95 -3.93 0.4301
H 1.04 9.86 -2.43 0.4111
H 0.80 9.58 0.02 0.4024
H 0.11 7.40 0.95 0.4291
H -0.31 5.49 -0.55 0.4461
H 4.32 2.04 -4.58 0.0986
H 4.28 1.42 -6.95 0.4394
H 2.14 0.87 -8.06 0.4072
H 0.02 0.99 -6.78 0.4388
H 0.04 1.62 -4.41 0.4909
H 5.09 2.24 -2.69 0.4905
H 6.69 3.89 -1.82 0.4386
H 5.89 5.79 -0.44 0.4156
H 3.48 6.03 0.05 0.4787
H 1.87 4.43 -0.88 0.4773
O -0.30 -0.79 2.18 -0.6968
N -1.00 -1.78 2.57 -0.4088
N -1.54 -2.45 1.63 0.9187
O -1.41 -2.15 0.36 -1.0333
C -2.28 -3.63 1.98 0.3901
C -2.94 -4.31 0.96 -0.4450
C -3.66 -5.45 1.27 -0.4046
C -3.72 -5.92 2.57 -0.4817
C -3.05 -5.23 3.58 -0.4380
C -2.33 -4.09 3.29 -0.3191
H -2.88 -3.93 -0.04 0.3423
H -4.18 -5.98 0.48 0.3480
H -4.28 -6.81 2.81 0.3703
H -3.09 -5.59 4.60 0.3628
H -1.81 -3.55 4.07 0.4428
```

Properties
LUMO energy	-0.0090	Ha
multiplicity	1
DFT total energy	-7175.00721	a.u.
Kohn-Sham gap	7.51	eV
total charge	0